(1)
{"formula": "C22H39Cl2N4O4Tm", "method": "ωB97M-V with the def2-TZVPD basis set", "elements": ["O", "C", "C", "C", "H", "C", "H", "C", "H", "C", "H", "C", "H", "H", "C", "C", "H", "H", "H", "C", "C", "H", "H", "H", "H", "Tm", "Cl", "Cl", "C", "O", "N", "C", "C", "H", "H", "H", "H", "H", "H", "H", "H", "H", "C", "C", "N", "H", "C", "O", "H", "H", "H", "H", "C", "N", "C", "C", "O", "N", "C", "C", "H", "H", "H", "H", "H", "H", "H", "H", "H", "H", "H", "H"], "positions_angstrom": [[1.5107, 1.1189, -1.2592], [1.3924, 1.5683, -2.5189], [1.3882, 3.1136, -2.5350], [1.0068, 3.8380, -1.3981], [0.7067, 3.2972, -0.4987], [0.9881, 5.2360, -1.4236], [0.6942, 5.7792, -0.5208], [1.3460, 5.9140, -2.5969], [1.3289, 7.0060, -2.6242], [1.7324, 5.1911, -3.7380], [2.0177, 5.7039, -4.6599], [1.7642, 3.7934, -3.6962], [2.0612, 3.1890, -4.5577], [2.2648, 1.2350, -3.1341], [0.3571, -0.3805, -4.0011], [0.0883, 0.9249, -3.2970], [-0.0426, -0.3806, -5.0307], [-0.1145, -1.2229, -3.4734], [1.4356, -0.5745, -4.0726], [-0.9528, 1.7187, -3.6164], [-2.1126, 1.3711, -4.4939], [-0.9662, 2.7548, -3.2833], [-2.2045, 2.0461, -5.3607], [-3.0397, 1.4841, -3.9212], [-2.0659, 0.3419, -4.8605], [-0.4259, -0.0876, -0.4030], [-1.6882, 1.9634, 0.4433], [-2.2564, -0.9759, -1.9308], [-2.8045, -1.1677, 1.3623], [-1.5882, -1.4176, 1.1330], [-3.6435, -1.9968, 1.9683], [-3.2364, -3.3305, 2.4032], [-5.0492, -1.6494, 2.1518], [-3.2253, -0.2090, 1.0236], [-2.2228, -3.5467, 2.0582], [-3.9464, -4.0619, 1.9973], [-3.2848, -3.3916, 3.4983], [-5.1918, -0.6444, 1.7464], [-5.3251, -1.6642, 3.2138], [-5.7072, -2.3572, 1.6299], [1.8538, -5.0159, -1.2017], [4.4294, -4.0927, -0.9562], [1.8179, -4.2109, -1.9484], [4.0950, -3.2695, -1.6035], [2.6514, -3.0906, -1.5252], [0.7876, -3.8712, -2.0754], [2.1083, -2.0171, -0.9617], [0.8604, -1.8927, -0.7955], [4.5725, -2.3384, -1.2839], [2.8120, -1.2243, -0.6609], [2.2206, -4.5970, -2.8894], [4.3911, -3.5082, -2.6329], [0.6437, 2.4010, 2.9737], [0.2957, 1.1644, 3.6511], [-0.3233, 1.3586, 4.9483], [0.4558, -0.0168, 2.9856], [0.6885, 0.0024, 1.7342], [0.3894, -1.2140, 3.6418], [0.0437, -1.4219, 5.0341], [0.8287, -2.4202, 2.9581], [1.3093, 2.9844, 3.6245], [-0.2583, 2.9923, 2.7742], [1.1348, 2.1754, 2.0267], [-1.3140, 0.8818, 5.0092], [0.3120, 1.0198, 5.7772], [-0.4731, 2.4360, 5.0799], [0.0911, -2.5013, 5.2155], [0.7472, -0.9385, 5.7271], [-0.9860, -1.1042, 5.2602], [0.1028, -3.2240, 3.1339], [0.9240, -2.2327, 1.8903], [1.7991, -2.7439, 3.3658]], "mulliken_charge": [-0.661, 0.838, -0.851, 0.336, 0.033, -0.685, 0.385, -0.371, 0.352, -0.705, 0.368, -0.057, 0.350, 0.275, -1.431, 0.322, 0.473, 0.186, 0.338, 0.073, -1.505, 0.442, 0.377, 0.296, 0.333, 0.684, -0.585, -0.564, 0.270, -0.237, 0.256, -0.872, -0.897, 0.166, 0.142, 0.358, 0.304, 0.290, 0.320, 0.320, 0.318, 0.324, -0.982, -0.853, 0.318, 0.248, 0.376, -0.554, 0.282, 0.233, 0.358, 0.311, -1.299, 0.266, -1.116, 0.592, -0.622, 0.348, -1.102, -0.905, 0.478, 0.382, 0.297, 0.338, 0.306, 0.422, 0.388, 0.308, 0.347, 0.355, -0.045, 0.419], "s2": 2.002, "total_energy_ha": -3387.46682, "lumo_ev": 0.2, "orbital_gap_ha": 0.2753, "total_charge": 0, "multiplicity": 3}

***

(2)
{"formula": "C40H69N13O5PSi", "method": "ωB97M-V with the def2-TZVPD basis set", "elements": ["C", "C", "C", "C", "O", "P", "O", "C", "C", "C", "O", "Si", "C", "C", "C", "O", "C", "C", "O", "C", "C", "H", "H", "H", "H", "H", "H", "H", "H", "H", "H", "H", "H", "H", "H", "H", "H", "H", "H", "H", "H", "H", "H", "H", "H", "H", "H", "H", "H", "H", "H", "C", "C", "N", "H", "H", "H", "C", "C", "N", "H", "H", "H", "C", "C", "N", "H", "H", "H", "C", "C", "N", "H", "H", "H", "C", "C", "N", "H", "H", "H", "C", "C", "N", "H", "H", "H", "C", "C", "N", "H", "H", "H", "C", "C", "N", "H", "H", "H", "C", "C", "N", "H", "H", "H", "C", "C", "N", "H", "H", "H", "C", "C", "N", "H", "H", "H", "C", "C", "N", "H", "H", "H", "C", "C", "N", "H", "H", "H"], "positions_angstrom": [[4.4765, -0.2154, -0.4527], [3.7124, 0.7964, -1.1078], [2.8236, 2.0502, -1.7674], [1.5949, 2.3408, -0.7211], [1.3394, 3.7056, -0.2343], [0.0192, 3.3787, 0.9062], [-0.5233, 1.7799, 0.3761], [0.1531, 1.5236, -0.9387], [-0.9308, 2.2048, -1.9771], [-2.5136, 1.9876, -1.5154], [-2.7075, 0.5401, -1.3571], [-4.3474, 0.1129, -0.9121], [-5.5695, 1.5778, -0.7029], [-5.0172, -1.0997, -2.2595], [-4.2155, -0.7937, 0.8233], [0.3059, 0.0609, -0.8956], [0.5354, -0.5195, -2.2279], [0.5613, -2.1761, -1.9991], [1.8936, -2.5500, -1.4250], [1.8474, -3.9389, -0.9003], [2.4271, -3.9754, 0.6607], [4.7582, -1.0472, 0.3435], [3.5885, 2.9520, -1.8709], [2.4549, 1.7363, -2.8516], [1.9897, 1.7914, 0.2617], [0.4568, 4.6129, 1.5366], [0.8286, 2.6937, 1.8840], [-1.1514, 3.3676, 1.7812], [-0.8423, 4.1518, 0.0335], [-0.8152, 1.7934, -3.0679], [-0.7052, 3.3744, -2.0458], [-2.8072, 2.6260, -0.5640], [-3.1794, 2.4126, -2.3998], [-6.4715, 1.4550, -1.4730], [-6.0742, 1.4523, 0.3718], [-5.0971, 2.6469, -0.7109], [-4.1901, -1.2064, -3.1041], [-5.9896, -0.7221, -2.8046], [-5.1718, -2.1594, -1.7590], [-5.1653, -1.4541, 1.0214], [-4.1065, 0.0048, 1.6979], [-3.2350, -1.4448, 0.7783], [1.5684, -0.2572, -2.7128], [-0.3156, -0.3279, -3.0082], [-0.2879, -2.4594, -1.2438], [0.4997, -2.7628, -3.0285], [2.5222, -4.6921, -1.5183], [0.7629, -4.3759, -0.8449], [2.3741, -5.0746, 1.0798], [1.7209, -3.2621, 1.3048], [3.5190, -3.5566, 0.7585], [3.3208, -0.2045, -5.9918], [2.1966, 0.8032, -5.8151], [1.2641, 1.6392, -5.6686], [3.9855, 0.1162, -6.7987], [3.8975, -0.2854, -5.0662], [2.9064, -1.1854, -6.2401], [1.7626, -2.2149, 5.1805], [1.6649, -3.4093, 4.2455], [1.5839, -4.4002, 3.4699], [2.8105, -1.9355, 5.3200], [1.2207, -1.3648, 4.7569], [1.3283, -2.4657, 6.1521], [1.7516, -6.8008, 6.2669], [2.5450, -5.6205, 6.8035], [3.2032, -4.6415, 7.2487], [0.6805, -6.5904, 6.3320], [2.0158, -6.9830, 5.2215], [1.9749, -7.6970, 6.8521], [-6.0526, 0.9912, -5.4120], [-6.9664, 1.8206, -4.5247], [-7.7244, 2.5087, -3.7885], [-6.6292, 0.2085, -5.9127], [-5.5875, 1.6297, -6.1682], [-5.2690, 0.5254, -4.8083], [6.1945, -1.0897, 4.2551], [5.2808, -0.2602, 5.1425], [4.5227, 0.4278, 5.8787], [5.6179, -1.8724, 3.7544], [6.6597, -0.4512, 3.4989], [6.9781, -1.5555, 4.8589], [-2.1903, 7.5277, 1.2022], [-2.2880, 6.3333, 0.2672], [-2.3690, 5.3424, -0.5084], [-1.1424, 7.8072, 1.3417], [-2.7322, 8.3779, 0.7786], [-2.6246, 7.2770, 2.1738], [3.3940, -7.8730, -0.6597], [4.4874, -6.8224, -0.7653], [5.3946, -5.9509, -0.8528], [2.8563, -7.7576, 0.2854], [2.6880, -7.7605, -1.4872], [3.8333, -8.8735, -0.6998], [-8.7811, -2.0368, -4.4325], [-8.0454, -1.7645, -5.7344], [-7.4351, -1.5384, -6.8144], [-9.7734, -1.5783, -4.4621], [-8.8912, -3.1148, -4.2852], [-8.2200, -1.6180, -3.5927], [-0.9395, 6.1306, -3.8769], [-1.0365, 7.6062, -4.2282], [-1.1170, 8.8304, -4.5195], [-1.7041, 5.8719, -3.1392], [-1.0903, 5.5234, -4.7738], [0.0470, 5.9108, -3.4597], [-0.0991, 10.9967, 1.0961], [-0.0253, 10.1215, 2.3366], [0.0360, 9.3955, 3.3658], [0.2941, 10.4533, 0.2325], [-1.1377, 11.2760, 0.8983], [0.4916, 11.9047, 1.2448], [6.8699, -2.9362, 8.3807], [7.6055, -2.6638, 7.0788], [8.2159, -2.4378, 5.9988], [5.8776, -2.4777, 8.3511], [6.7598, -4.0141, 8.5280], [7.4310, -2.5174, 9.2206], [4.9450, -6.7617, 10.7094], [6.0384, -5.7111, 10.6038], [6.9455, -4.8396, 10.5162], [4.4073, -6.6463, 11.6545], [4.2390, -6.6492, 9.8819], [5.3843, -7.7622, 10.6692], [-5.4503, 0.7077, -9.6513], [-4.6569, 1.8880, -9.1147], [-3.9987, 2.8670, -8.6695], [-6.5214, 0.9181, -9.5862], [-5.1861, 0.5255, -10.6967], [-5.2270, -0.1885, -9.0661]], "mulliken_charge": [-0.794, 0.217, 0.169, -0.572, -0.565, 0.151, -0.286, 0.937, -0.188, -0.494, -0.097, 0.540, -0.909, -0.545, -1.013, -0.349, 0.284, -0.624, -0.268, -0.240, -0.499, 0.193, 0.376, -0.217, 0.327, -0.021, 0.054, 0.022, -0.491, 0.380, -0.220, 0.249, 0.236, 0.213, 0.277, 0.259, 0.262, -0.265, 0.310, 0.303, 0.249, 0.235, -0.170, 0.142, 0.336, 0.239, 0.076, 0.276, 0.213, 0.121, 0.103, -0.793, 0.431, -0.469, 0.319, 0.275, 0.261, -0.663, 0.478, -0.539, 0.077, 0.362, 0.280, -0.753, 0.418, -0.486, 0.266, 0.246, 0.318, 0.058, 0.331, -0.535, -0.074, 0.128, 0.062, -0.290, 0.376, -0.532, 0.185, 0.288, 0.037, -0.670, 0.433, -0.516, 0.061, 0.338, 0.285, -0.737, 0.386, -0.453, 0.251, 0.263, 0.329, -0.596, 0.503, -0.572, 0.282, 0.300, 0.131, -0.357, 0.143, -0.469, 0.100, 0.318, 0.246, -0.752, 0.384, -0.444, 0.276, 0.262, 0.317, -0.527, 0.367, -0.617, 0.308, 0.122, 0.297, -0.545, 0.443, -0.529, 0.264, 0.113, 0.260, -0.712, 0.339, -0.432, 0.255, 0.317, 0.250], "total_energy_ha": -3283.58044, "lumo_ev": 1.3, "orbital_gap_ha": 0.1818, "total_charge": -1}

***

(3)
{"formula": "C22H35BeNO3P2S", "method": "ωB97M-V with the def2-TZVPD basis set", "elements": ["P", "P", "C", "C", "H", "H", "H", "H", "C", "H", "H", "H", "C", "H", "H", "H", "C", "H", "H", "H", "C", "H", "H", "H", "Be", "C", "C", "C", "C", "C", "C", "C", "C", "C", "H", "H", "H", "H", "H", "H", "H", "H", "H", "H", "H", "H", "H", "H", "H", "O", "S", "O", "N", "C", "O", "C", "C", "C", "C", "C", "C", "H", "H", "H", "H"], "positions_angstrom": [[0.0402, 0.9880, 1.9955], [0.7121, -1.2662, -1.0872], [-1.0384, 0.3043, 0.6372], [-0.7571, -1.0782, 0.0128], [-1.2023, 1.0824, -0.1264], [-1.9793, 0.1914, 1.1742], [-0.7284, -1.8558, 0.8068], [-1.5749, -1.2853, -0.6897], [0.1364, -0.8084, -2.7725], [0.8654, -1.2067, -3.4979], [0.1207, 0.2903, -2.8740], [-0.8703, -1.2293, -2.9696], [0.8514, -3.0886, -1.0679], [0.2550, -3.4887, -1.9048], [0.4694, -3.4732, -0.1039], [1.9067, -3.3742, -1.1848], [-0.4006, 2.7360, 2.1686], [0.2445, 3.1947, 2.9366], [-1.4658, 2.7921, 2.4820], [-0.2756, 3.2592, 1.2113], [-0.6361, 0.2504, 3.5283], [-0.4966, -0.8397, 3.5278], [-1.7196, 0.5102, 3.5772], [-0.1250, 0.6841, 4.4072], [1.3223, 0.3851, 0.2877], [-3.7727, -1.2745, -0.5054], [-3.5391, -0.2381, -1.3393], [-4.4227, 0.9536, -1.4596], [-4.8306, 1.6414, -0.1185], [-3.9014, 1.4688, 1.0398], [-3.9661, 0.4769, 1.9551], [-4.8252, -0.7448, 1.8408], [-4.9266, -1.4117, 0.4401], [2.1677, -0.0884, 1.8567], [-3.2261, -2.2276, -0.5941], [-2.8060, -0.2930, -2.1455], [-5.3640, 0.6976, -1.9860], [-3.9072, 1.6902, -2.0956], [-4.8306, 2.7221, -0.3501], [-5.8583, 1.3327, 0.1504], [-3.2033, 2.3007, 1.1739], [-3.4816, 0.5784, 2.9316], [-5.8634, -0.5306, 2.1627], [-4.4336, -1.4868, 2.5629], [-4.9802, -2.4890, 0.6697], [-5.8703, -1.1279, -0.0577], [2.6882, -0.9434, 1.3901], [1.8499, -0.4781, 2.8501], [2.8806, 0.7440, 2.0560], [4.4429, -2.6415, -2.5042], [4.4142, -1.8373, -1.3091], [4.6136, -2.4482, -0.0116], [2.9711, -0.9165, -1.2546], [3.1892, 0.3939, -1.1881], [2.2565, 1.1984, -0.7211], [4.5748, 0.7571, -1.4520], [5.1312, 2.0396, -1.4843], [6.5080, 2.1573, -1.5999], [7.3125, 1.0148, -1.6938], [6.7598, -0.2771, -1.6302], [5.3756, -0.3837, -1.4918], [4.4688, 2.8934, -1.4034], [6.9656, 3.1401, -1.6264], [8.3878, 1.1334, -1.8290], [7.3972, -1.1702, -1.7029]], "mulliken_charge": [1.083, 1.684, 0.748, -0.406, 0.694, -1.437, 0.502, -0.875, -1.578, 0.419, 0.323, 0.440, -1.347, 0.393, 0.320, 0.309, -1.386, 0.370, 0.315, 0.386, -1.168, 0.405, 0.219, 0.428, 0.318, -0.002, -0.032, -0.923, -0.872, 0.239, -0.471, -1.013, -0.922, -1.516, 0.410, 0.196, 0.300, 0.356, 0.433, 0.305, 0.220, 0.580, 0.295, 0.372, 0.389, 0.368, 0.206, 0.634, 0.130, -0.654, 0.935, -0.611, -0.222, 0.748, -0.742, 0.139, -0.571, -0.588, -0.450, -0.655, 0.130, 0.510, 0.396, 0.378, 0.415], "total_energy_ha": -2235.22849, "lumo_ev": 0.0, "orbital_gap_ha": 0.2002, "total_charge": 0}